(1)
This record from OMol25 describes a 9-piece molecular cluster, C36H54O27 overall at a distorted geometry. The level of theory is ωB97M-V/def2-TZVPD.

Structure (XYZ):
```
117
Properties=species:S:1:pos:R:3:forces:R:3:lowdin_charge:R:1
C -3.675911 3.875285 3.371762 -0.6 0.7 -1.5 -0.02
C -3.150361 2.524625 3.710642 -0.7 -0.1 0.7 -0.30
C -3.156811 1.446495 2.634592 0.0 1.1 -0.8 -0.09
O -1.950181 0.748025 2.927042 0.9 0.1 0.5 0.03
C -1.122961 1.583095 3.647072 3.3 -3.0 -0.5 -0.51
O 0.058219 1.245985 3.914872 -3.8 1.3 -0.7 0.07
O -1.751271 2.675945 3.951642 0.6 0.6 1.0 0.12
H -3.279971 4.190475 2.406362 0.1 -0.3 -0.3 0.07
H -3.410771 4.738865 3.981712 -0.1 -0.6 0.8 0.10
H -4.755901 3.816155 3.236742 -0.1 0.2 0.2 0.09
H -3.644011 2.130425 4.598902 0.3 0.1 0.4 0.16
H -3.063891 2.006035 1.703802 0.2 -0.5 -0.4 0.10
H -3.987381 0.745865 2.548782 0.1 0.1 0.5 0.15
C 1.109499 -1.886215 5.175692 -0.9 -1.4 0.3 0.00
C -0.166551 -2.337635 4.419962 -0.2 -0.5 -0.4 -0.25
C -0.008371 -2.164135 2.931452 1.7 0.5 -0.1 -0.11
O -0.458561 -3.347865 2.294182 -1.6 0.0 -0.1 0.05
C -0.776221 -4.278405 3.234772 0.4 -2.3 -1.4 -0.50
O -1.148911 -5.423525 2.925172 1.0 3.8 1.6 0.10
O -0.434921 -3.781805 4.443652 0.0 -0.9 0.8 0.07
H 1.034649 -2.314265 6.175322 0.1 0.3 0.2 0.09
H 1.249279 -0.806015 5.217242 -0.4 -0.1 -0.1 0.08
H 1.994569 -2.340795 4.730592 0.0 0.0 -0.2 0.06
H -1.093661 -1.938415 4.831282 0.3 0.5 0.0 0.16
H 1.065919 -2.233455 2.760552 0.3 0.6 -0.2 0.11
H -0.351491 -1.189975 2.583052 -0.6 -0.5 -0.4 0.12
C -5.617101 3.400495 -0.011478 0.0 -0.4 0.1 0.00
C -6.547721 2.274885 -0.480638 1.7 0.4 -0.1 -0.29
C -7.781861 2.038375 0.339402 1.0 -0.8 1.7 -0.16
O -8.750471 1.928965 -0.609378 -2.4 0.9 -2.3 0.07
C -8.341901 2.534385 -1.782468 -2.2 1.1 -2.5 -0.49
O -9.071141 2.923435 -2.708288 2.0 -1.6 3.2 0.11
O -7.019041 2.656665 -1.775638 -0.9 0.4 -0.1 0.10
H -6.045461 4.400395 0.057832 -0.8 -0.1 -0.5 0.09
H -4.788601 3.486675 -0.714508 0.3 -0.2 0.4 0.07
H -5.326771 3.256225 1.029192 0.6 -0.5 -0.1 0.06
H -6.077551 1.315995 -0.698718 0.7 0.3 0.6 0.14
H -7.949221 2.762435 1.136792 -0.4 0.8 -0.4 0.13
H -7.787171 1.100825 0.895332 0.5 -0.3 -0.1 0.14
C 0.322599 -4.866475 -2.720668 0.0 -0.7 -2.0 -0.04
C -1.144911 -5.096465 -2.322398 1.7 0.2 0.9 -0.31
C -1.318871 -4.582155 -0.881258 -0.9 -1.1 -1.4 -0.06
O -2.470791 -3.718805 -1.047798 0.8 0.4 2.4 0.08
C -2.809571 -3.506195 -2.300148 -0.9 0.7 -1.4 -0.53
O -3.667151 -2.717355 -2.661228 2.0 -1.9 0.4 0.14
O -2.045541 -4.331385 -3.100348 -0.6 0.7 -0.4 0.08
H 1.087919 -5.382155 -2.140628 -0.4 0.2 0.9 0.09
H 0.598829 -3.829065 -2.909298 -0.3 0.2 0.6 0.07
H 0.516939 -5.341545 -3.682248 -0.3 0.0 -0.4 0.08
H -1.384071 -6.159115 -2.363288 -0.2 0.1 -0.4 0.15
H -0.363771 -4.156315 -0.573768 -0.7 0.9 0.4 0.10
H -1.562291 -5.442485 -0.257808 -0.2 0.5 0.4 0.14
C 0.478829 4.938145 -3.025258 0.8 0.7 0.3 0.00
C -0.474071 5.316535 -1.887418 0.2 0.1 -2.0 -0.32
C -1.889871 4.930145 -2.202138 -0.9 1.0 -1.9 -0.12
O -2.297501 3.996745 -1.268118 0.2 -1.0 1.6 0.07
C -1.302901 3.893495 -0.342598 -1.8 0.1 0.6 -0.54
O -1.435181 3.378095 0.733322 0.4 -0.4 -0.6 0.16
O -0.256911 4.556125 -0.758748 2.5 -0.4 2.0 0.12
H 1.476369 5.348455 -2.868188 0.1 -0.2 0.3 0.08
H 0.191099 5.381245 -3.978658 -0.5 -0.1 0.0 0.09
H 0.602379 3.861275 -3.140028 -0.3 0.0 0.1 0.08
H -0.432351 6.378375 -1.644818 0.4 0.0 0.1 0.16
H -1.915541 4.457905 -3.184198 -0.5 0.3 -0.1 0.14
H -2.513181 5.818485 -2.100028 -0.4 -0.2 -0.5 0.14
C 4.641949 -1.935085 2.765432 0.8 -1.6 0.2 0.00
C 4.206929 -2.762465 1.534922 -0.7 0.5 0.1 -0.29
C 3.308559 -4.012065 1.728442 0.8 -0.1 1.7 -0.07
O 2.360659 -3.971805 0.686572 -0.1 -0.3 -1.1 0.08
C 2.358479 -2.779835 0.123892 -0.7 2.7 -2.1 -0.47
O 1.614819 -2.385465 -0.803628 2.6 -1.4 3.3 0.08
O 3.354949 -1.983445 0.720532 -2.6 0.2 -1.8 0.02
H 5.168119 -0.996545 2.591072 -0.4 0.0 -0.6 0.08
H 5.410639 -2.552315 3.230452 0.2 -0.1 0.2 0.09
H 3.917699 -1.821435 3.572062 -0.5 0.1 -0.5 0.07
H 5.022149 -2.981395 0.845292 0.6 -0.3 0.6 0.15
H 2.700159 -4.016745 2.632842 0.3 0.3 0.4 0.13
H 3.889259 -4.934235 1.750592 -0.2 0.0 -0.5 0.14
C 4.300839 -0.913305 -2.587848 0.3 -0.1 -0.2 0.00
C 4.660899 -2.374835 -2.846748 -1.6 1.8 1.3 -0.35
C 3.687939 -2.936235 -3.847908 0.8 -1.4 -1.0 -0.06
O 4.589989 -3.791045 -4.608958 -0.4 -0.2 0.2 0.07
C 5.865889 -3.540845 -4.272578 2.2 -1.3 -2.8 -0.54
O 6.807289 -4.084985 -4.841758 -2.0 1.3 1.9 0.13
O 5.943239 -2.546505 -3.373478 0.5 -0.4 -0.2 0.12
H 4.218479 -0.377075 -3.533248 0.0 -0.1 -0.1 0.10
H 5.023349 -0.343965 -2.003098 0.0 -0.3 0.3 0.08
H 3.313779 -0.917645 -2.125458 0.1 0.2 0.2 0.06
H 4.566419 -2.959565 -1.931728 0.2 0.0 0.3 0.15
H 3.251029 -2.226275 -4.550168 0.0 0.1 0.2 0.14
H 2.938339 -3.599055 -3.415608 -0.1 0.3 0.0 0.12
C 3.026369 1.390935 1.323612 -0.2 -0.2 0.5 -0.01
C 3.987239 2.443795 0.827252 1.1 -0.2 0.0 -0.30
C 5.264369 1.990065 0.077252 -0.8 0.3 0.8 -0.07
O 5.070389 2.570295 -1.196088 3.1 -2.3 -1.5 0.09
C 3.960509 3.188145 -1.377028 -2.2 1.1 -0.4 -0.56
O 3.577489 3.658425 -2.432458 0.4 -0.7 2.1 0.13
O 3.318449 3.203835 -0.172458 -1.1 1.2 -0.3 0.08
H 3.341099 0.909775 2.249642 0.4 0.0 0.0 0.08
H 2.831589 0.591055 0.609222 0.1 0.1 -0.3 0.07
H 2.082569 1.859915 1.601822 -0.1 0.1 -0.2 0.09
H 4.435649 3.007565 1.645292 -1.1 0.8 0.2 0.15
H 5.258469 0.907475 0.203972 0.5 -0.3 -1.2 0.12
H 6.208909 2.417095 0.414302 -0.2 -0.2 0.4 0.14
C 0.619349 0.968985 -1.990708 0.0 0.6 -1.2 0.00
C -0.565671 0.052745 -1.795858 1.8 0.9 -0.6 -0.31
C -0.757791 -0.260735 -0.367458 0.0 -1.9 1.7 -0.11
O -2.149981 -0.029685 -0.145748 -0.2 0.3 0.1 0.07
C -2.675051 0.579725 -1.258898 -4.1 -1.1 1.9 -0.52
O -3.889061 0.781655 -1.384448 3.6 0.0 0.3 0.12
O -1.723091 0.782785 -2.104378 -0.2 1.1 -2.5 0.13
H 0.548539 1.543285 -2.914438 -0.4 -0.3 -0.4 0.08
H 1.533569 0.397065 -2.149478 0.2 0.2 0.8 0.07
H 0.608289 1.774045 -1.255968 0.6 -0.4 0.5 0.09
H -0.456891 -0.811865 -2.450628 -0.4 -0.1 0.0 0.16
H -0.083751 0.232835 0.332652 -0.4 1.0 -0.1 0.13
H -0.503861 -1.295045 -0.135458 -0.6 -0.3 -0.3 0.11
```
Positions in Å, forces in eV/Å.

For the orbital gap, the calculation gives 10.1 eV. The total energy comes out at -3435.68601 hartree. As for the energy relative to the best compared isomer or geometry (same formula, charge and spin): 3.471 eV. The molecular weight is 918.801 g mol⁻¹. The value obtained for the LUMO energy is -0.14 eV.

***

(2)
This record from OMol25 describes C4H18B3BeCl10 as an isolated structure at a distorted geometry. The level of theory is ωB97M-V/def2-TZVPD.

Structure (XYZ):
```
36
Properties=species:S:1:pos:R:3:forces:R:3:lowdin_charge:R:1
Be 1.341168 0.365781 -1.837064 0.0 -2.7 0.0 0.74
B 0.323767 0.198529 0.375876 1.1 0.3 -1.4 -0.47
H -0.288059 -0.077748 1.287286 -0.9 -0.7 1.4 -0.05
H 0.989494 1.117015 0.514271 1.0 2.0 0.6 -0.02
H 1.100785 -0.587759 0.076020 1.2 -1.9 -0.6 -0.05
H -0.382149 0.385596 -0.504694 -1.3 0.3 -1.7 -0.06
B 3.682116 -0.286403 -1.910292 -1.7 0.8 0.0 -0.37
H 3.780578 0.849467 -2.026026 0.2 2.4 -0.3 -0.05
H 4.711168 -0.758103 -1.972927 1.7 -0.8 0.1 -0.03
H 3.166031 -0.474173 -0.904740 -1.0 -0.5 1.9 -0.07
H 3.061093 -0.707317 -2.774836 -1.3 -0.7 -1.6 -0.06
B -0.050172 -0.413946 -3.772205 0.7 0.7 1.5 -0.42
H -0.602186 -0.938003 -4.613731 -0.8 -0.9 -1.4 -0.03
H -0.723097 -0.381768 -2.851626 -1.2 0.0 1.8 -0.10
H 0.902979 -0.998843 -3.515012 1.9 -1.1 0.6 -0.06
H 0.204434 0.659351 -4.078311 0.6 2.2 -0.6 -0.05
C -0.600986 1.415904 3.451583 -0.7 0.8 0.4 -1.51
Cl -2.114052 1.673268 2.525345 0.7 0.1 -0.2 0.53
Cl -1.000772 0.316784 4.739112 0.1 -0.6 0.4 0.52
Cl -0.106192 2.969661 4.162006 0.2 0.1 -0.2 0.51
H 0.240864 1.041844 2.878180 -0.4 0.0 -0.4 -0.01
C 1.373518 -2.266708 2.852028 0.2 0.7 -0.2 -1.54
Cl 1.895985 -1.810524 4.496267 0.4 -0.4 -0.2 0.49
Cl 0.415498 -3.730732 2.855661 -0.1 -0.1 0.1 0.54
Cl 2.688171 -2.389655 1.657675 -0.2 0.1 0.7 0.56
H 0.758678 -1.417075 2.571271 -0.1 -0.3 -0.4 -0.04
C -2.185124 2.920586 -1.666303 -0.2 -0.7 0.7 -0.98
Cl -2.745795 1.399453 -2.355250 -0.4 0.3 -0.2 0.56
Cl -0.428328 2.913451 -1.565426 0.6 0.8 -0.3 0.56
H -2.538163 3.792457 -2.207979 0.1 -0.2 -0.1 0.03
H -2.517694 2.912461 -0.631322 -0.1 0.3 -0.1 0.01
C -2.746414 -1.483753 0.912069 0.2 0.2 -0.2 -1.04
Cl -3.828456 -2.137205 -0.354756 0.4 0.3 0.3 0.49
Cl -3.414460 -1.691367 2.522931 -0.1 -0.3 0.4 0.49
H -1.776300 -1.967248 0.840481 -0.2 -0.2 0.0 0.02
H -2.587925 -0.413279 0.824439 -0.2 -0.1 -0.6 -0.03
```
Positions in Å, forces in eV/Å.

For the orbital gap, the calculation gives 8.7 eV. The total energy comes out at -4854.23538 hartree. As for the total charge: -1. As for the energy relative to the best compared isomer or geometry (same formula, charge and spin): 0.000 eV. The molecular weight is 462.166 g mol⁻¹. The value obtained for the LUMO energy is 1.67 eV.

***

(3)
This record from OMol25 describes a 2-piece molecular cluster, C6H17PSi overall at a distorted geometry. The level of theory is ωB97M-V/def2-TZVPD.

Structure (XYZ):
```
25
Properties=species:S:1:pos:R:3:forces:R:3:lowdin_charge:R:1
C 0.629356 2.476331 -1.329759 -0.1 1.4 -1.0 -0.11
C 2.151752 0.668926 -0.528253 2.1 1.4 -1.6 -0.11
C 0.686298 0.242758 -2.578305 0.7 -1.2 -0.9 -0.11
C -0.417180 -0.713487 2.636220 -4.1 2.9 0.5 -0.30
C -3.074854 0.481238 1.225670 2.1 0.1 1.6 -0.30
C 1.120694 1.086763 -1.417408 -2.2 0.2 -1.2 -0.44
Si -1.359075 -0.475387 0.844681 -0.6 -0.7 2.0 0.50
P -1.909674 -2.660353 0.277934 1.1 -1.2 0.1 0.46
H -0.404750 2.499327 -1.643861 -0.5 0.1 0.2 0.07
H 0.742646 3.021541 -0.398141 -0.1 -0.6 0.6 0.07
H 1.074155 3.251855 -2.010088 0.3 -0.9 -0.1 0.09
H 2.461377 -0.326261 -0.725683 0.0 -1.2 1.0 0.08
H 1.965041 1.144994 0.386771 -0.2 -0.6 2.1 0.06
H 3.055258 1.259097 -0.812544 0.2 -0.1 -0.2 0.10
H -0.158690 0.614968 -3.138685 -0.5 0.6 0.2 0.05
H 1.509329 0.274170 -3.445651 -1.3 -0.8 1.8 0.12
H 0.288280 -0.809723 -2.240992 1.5 1.6 -0.8 0.09
H 0.530184 -1.011899 2.448231 3.0 -1.4 -0.4 -0.07
H -0.308044 0.361118 3.030185 -0.2 -1.4 -0.4 0.02
H -0.951502 -1.292379 3.466193 0.7 0.5 -1.5 0.04
H -2.834405 1.070986 2.176963 -0.4 -0.7 -1.2 0.03
H -3.318165 1.174988 0.470810 0.0 1.1 -1.0 -0.03
H -3.995021 -0.045697 1.379599 -0.2 -0.9 0.3 0.00
H -1.180254 -2.998980 -0.941642 -0.4 0.5 0.7 -0.19
H -1.018371 -3.543461 1.138524 -0.8 1.3 -0.9 -0.13
```
Positions in Å, forces in eV/Å.

For the orbital gap (alpha / beta), the calculation gives 5.7 / 8.4 eV. The total energy comes out at -869.46791 hartree. As for the energy relative to the best compared isomer or geometry (same formula, charge and spin): 3.942 eV. The molecular weight is 148.262 g mol⁻¹. The value obtained for the LUMO energy (alpha / beta) is -1.10 / 0.83 eV.